Molecular formula: C48H49N10O19
Method: DFT, ωB97M-V with the def2-TZVPD basis set

As for the net charge: -1. Its HOMO energy is -0.275 Eh.

Each line ends with the Mulliken charge.
Geometry (Å):
N 0.13983 0.65594 -0.19427  0.220
O 0.74583 1.65294 -0.59927  -0.502
O -1.06617 0.48794 -0.60927  -0.374
O 0.67083 -0.39706 0.33273  0.056
C 1.74483 -1.50606 4.48573  -0.241
C 1.56283 -1.71506 2.98573  -0.242
C 1.11183 -3.05506 2.38873  -0.040
C 0.78283 -4.16606 3.42073  -0.444
C 1.12083 -3.90006 4.92873  -0.398
C 1.60983 -2.57806 5.38573  -0.296
N 0.32883 -5.42106 2.91273  0.909
O -0.10317 -6.28706 3.82473  -0.601
O 0.54283 -5.80506 1.80373  -0.455
H 2.24183 -0.44706 4.78273  0.102
H 1.82583 -0.89206 2.32073  0.096
H 0.95583 -3.25506 1.33773  0.748
H 1.09983 -4.53806 5.87673  0.319
H 1.94783 -2.41506 6.48373  0.279
C -2.23517 2.91894 3.22573  -0.035
C -1.82917 3.97394 4.35073  -0.690
C -0.80717 5.07694 3.84573  -0.695
C -0.18417 5.11294 2.39173  -0.402
C -0.73417 4.01594 1.47073  0.340
C -1.74817 3.02594 1.99073  -0.354
N 0.85383 6.02994 1.94973  1.034
O 1.33883 6.88594 2.87573  -0.608
O 1.19883 5.98894 0.84173  -0.562
H -3.09117 2.26594 3.50073  0.419
H -2.24817 4.13994 5.45573  0.259
H -0.43617 5.79994 4.38773  0.698
H -0.34917 3.83994 0.33973  0.189
H -2.15517 2.22594 1.33773  0.332
C 0.23383 3.31694 -3.56727  -0.978
C 0.62083 3.87494 -4.89927  -0.558
C -0.58517 4.07394 -5.96727  -0.263
C -1.94817 3.69194 -5.56727  0.065
C -2.26517 3.23094 -4.14027  -1.076
C -1.08817 3.09394 -3.18827  -0.355
N -3.09217 3.98594 -6.50927  0.925
O -2.84617 4.44494 -7.65027  -0.592
O -4.18917 3.97094 -6.07627  -0.562
H 0.94583 3.18594 -2.99127  1.258
H 1.68083 4.18394 -5.21027  0.327
H -0.35917 4.52194 -7.01327  0.311
H -3.22117 3.13894 -3.98827  0.904
H -1.47317 2.93494 -2.27427  0.541
C 2.71283 -3.71606 -0.55527  -0.736
C 1.32383 -3.43506 -1.28227  0.410
C 0.47583 -4.58206 -1.77227  -0.839
C 0.75383 -6.04606 -1.18027  -0.164
C 2.10383 -6.21606 -0.50727  -0.655
C 3.05283 -5.03606 -0.30227  -1.007
N -0.15717 -7.04506 -1.48827  0.947
O -1.22617 -6.67006 -2.05527  -0.586
O 0.28683 -8.20206 -1.35527  -0.585
H 3.34683 -3.15906 -0.16327  1.200
H 0.95183 -2.48606 -1.31227  0.158
H -0.26117 -4.36106 -2.41527  0.885
H 2.31383 -7.28506 -0.38827  0.477
H 3.94283 -5.36906 0.11973  0.458
C 3.78683 -0.44406 -0.29727  -0.148
C 3.37883 -0.52006 -1.72427  0.739
C 4.50083 -0.27706 -2.80827  -1.074
C 6.01783 -0.43606 -2.37827  0.084
C 6.29583 -0.54006 -0.80127  -0.424
C 5.18983 -0.51606 0.21073  -0.745
N 7.13783 -0.51206 -3.26127  0.805
O 6.81583 -0.71006 -4.43627  -0.525
O 8.35183 -0.57906 -2.69627  -0.555
H 3.05783 -0.41006 0.51073  0.537
H 2.25083 -0.43906 -1.79327  -0.286
H 4.40083 -0.26606 -3.79627  0.776
H 7.32083 -0.73806 -0.32527  0.289
H 5.39483 -0.75206 1.27873  0.465
C -5.47417 1.56594 -1.18727  -0.392
C -4.54317 0.43394 -1.68127  0.278
C -5.17117 -0.87906 -1.91227  -0.359
C -6.62617 -1.09806 -1.43327  0.064
C -7.54317 0.08294 -1.14927  -0.597
C -6.78817 1.35494 -0.83527  -0.573
N -7.32917 -2.43706 -1.71227  0.870
O -8.61417 -2.59006 -1.36527  -0.594
O -6.68917 -3.39006 -2.01127  -0.537
H -4.94317 2.51894 -1.18127  0.397
H -3.41417 0.50194 -1.71827  0.122
H -4.57317 -1.73706 -2.19227  0.468
H -8.59417 -0.15906 -1.07327  0.444
H -7.45817 2.21194 -0.75927  0.391
C 4.17183 2.72694 1.61673  -0.725
C 2.96883 2.10794 2.27973  0.147
C 2.53283 2.58994 3.71873  -0.257
C 3.37383 3.70894 4.39773  -0.246
C 4.71383 4.15594 3.62073  -0.663
C 4.99483 3.57294 2.22473  -0.589
N 3.03283 4.17794 5.77773  0.977
O 1.94383 3.79594 6.25973  -0.571
O 3.77483 4.96894 6.32873  -0.606
H 4.32283 2.50794 0.58673  0.574
H 2.14783 1.45194 1.82673  0.268
H 1.57583 2.20194 4.16673  0.654
H 5.22583 4.82894 4.26273  0.493
H 5.84883 3.78994 1.69473  0.502
C 0.59283 -0.52406 -4.09527  0.303
O 1.72883 -0.59306 -4.60827  -0.718
N -0.24017 -1.67806 -4.08027  0.133
C -1.46617 -1.50406 -3.11827  -1.263
C 0.02283 -2.82606 -4.97427  -1.565
H -0.00417 0.17894 -3.63427  0.222
H -1.22317 -1.76606 -2.10327  0.269
H -2.15917 -2.34806 -3.46627  0.187
H -1.93117 -0.61706 -3.18527  1.013
H -0.79817 -3.25306 -4.79827  0.468
H 0.79483 -3.05006 -4.51227  0.674
H 0.12083 -2.70206 -5.95127  0.372
C -3.63517 -0.31106 1.64473  -0.007
O -4.67717 0.35494 1.55073  -0.705
N -3.32317 -0.76606 2.87373  0.246
C -2.10017 -1.62506 2.87373  -0.784
C -4.10117 -0.61906 4.12073  -0.845
H -2.96017 -0.63806 0.99573  0.525
H -1.41217 -1.34106 3.75673  0.286
H -1.50117 -1.66806 2.00373  -0.079
H -2.50717 -2.51906 3.13973  0.593
H -3.61617 0.23394 4.66273  0.280
H -4.05217 -1.64806 4.64073  0.296
H -5.19017 -0.35906 3.89973  0.252